No. 1
Formula: C9H14
Source: the OMol25 dataset
Level of theory: wB97M-V/def2-TZVPD

Structure (XYZ):
```
23
Properties=species:S:1:pos:R:3:lowdin_charge:R:1
C 2.46 -0.04 -0.45 -0.032
C 1.23 -0.83 -0.95 -0.280
C 1.00 -2.08 -0.63 -0.083
C -0.18 -2.68 -1.10 -0.120
C -1.04 -2.05 -1.92 -0.116
C -0.79 -0.71 -2.42 -0.053
C 0.33 -0.10 -1.81 -0.039
H 2.70 0.80 -0.96 0.034
H 3.40 -0.37 -0.15 0.057
H 2.02 0.53 0.35 0.074
H 1.91 -2.59 -0.19 0.143
H -0.26 -3.68 -0.76 0.091
H -1.94 -2.70 -2.06 0.111
H -1.59 -0.41 -3.12 0.106
H 0.55 0.89 -2.24 0.107
C -1.69 2.49 2.08 -0.178
C -0.72 1.43 2.71 -0.140
H -1.61 3.51 2.23 0.019
H -1.54 2.48 0.90 0.098
H -2.71 2.19 2.24 0.045
H -0.66 0.80 1.85 0.039
H -1.17 1.29 3.66 0.048
H 0.31 1.85 2.73 0.068
```

The calculation puts the highest occupied orbital energy at -9.08 eV. Its spin multiplicity is 1. The calculation puts the HOMO-LUMO gap at 10.0 eV. The total energy is -351.2294 Eh. The energy above the lowest of the compared OMol25 structures with the same formula, charge and spin comes out at 63.2 kcal per mole. The calculation puts the largest force on an atom at 5.50 eV/A.

No. 2
Formula: C9H14
Source: the OMol25 dataset
Level of theory: wB97M-V/def2-TZVPD

Structure (XYZ):
```
23
Properties=species:S:1:pos:R:3:lowdin_charge:R:1
C 0.50 1.57 -3.04 -0.070
C 0.54 0.31 -2.22 -0.268
C 1.56 -0.62 -2.54 -0.056
C 1.68 -1.79 -1.81 -0.093
C 0.85 -1.98 -0.70 -0.102
C 0.01 -0.97 -0.28 -0.100
C -0.20 0.16 -1.05 -0.052
H 0.02 2.39 -2.47 0.072
H -0.13 1.51 -3.94 0.083
H 1.46 1.99 -3.36 0.076
H 2.39 -0.30 -3.16 0.106
H 2.46 -2.49 -2.08 0.104
H 0.95 -2.87 -0.08 0.102
H -0.50 -1.14 0.67 0.091
H -0.80 1.00 -0.72 0.109
C -1.13 -0.12 3.84 -0.176
C -1.63 0.98 2.85 -0.166
H -0.68 0.23 4.75 0.053
H -1.91 -0.83 4.13 0.060
H -0.35 -0.67 3.30 0.052
H -2.13 1.76 3.44 0.062
H -0.74 1.38 2.37 0.054
H -2.23 0.47 2.09 0.059
```

The calculation puts the highest occupied orbital energy at -8.99 eV. Its spin multiplicity is 1. The calculation puts the HOMO-LUMO gap at 10.0 eV. The total energy is -351.3105 Eh. The energy above the lowest of the compared OMol25 structures with the same formula, charge and spin comes out at 12.3 kcal per mole. The calculation puts the largest force on an atom at 1.80 eV/A.

No. 3
Formula: C9H14
Source: the OMol25 dataset
Level of theory: wB97M-V/def2-TZVPD

Structure (XYZ):
```
23
Properties=species:S:1:pos:R:3:lowdin_charge:R:1
C 0.63 2.22 -2.24 -0.047
C -0.19 1.39 -1.28 -0.283
C 0.36 1.06 -0.03 -0.067
C -0.32 0.37 0.94 -0.084
C -1.67 -0.03 0.67 -0.089
C -2.17 0.17 -0.58 -0.090
C -1.39 0.82 -1.56 -0.066
H 0.00 3.06 -2.54 0.079
H 0.99 1.74 -3.16 0.077
H 1.60 2.47 -1.82 0.070
H 1.36 1.40 0.27 0.110
H 0.17 0.12 1.86 0.083
H -2.18 -0.51 1.49 0.097
H -3.17 -0.13 -0.89 0.099
H -1.82 0.79 -2.56 0.113
C 2.31 -2.03 2.05 -0.184
C 1.27 -2.93 1.46 -0.184
H 3.03 -1.71 1.29 0.067
H 1.95 -1.08 2.47 0.044
H 2.90 -2.39 2.89 0.065
H 0.84 -2.90 0.47 0.062
H 0.39 -2.90 2.12 0.065
H 1.59 -3.98 1.50 0.062
```

The calculation puts the highest occupied orbital energy at -9.07 eV. Its spin multiplicity is 1. The calculation puts the HOMO-LUMO gap at 10.1 eV. The total energy is -351.3011 Eh. The energy above the lowest of the compared OMol25 structures with the same formula, charge and spin comes out at 18.2 kcal per mole. The calculation puts the largest force on an atom at 2.71 eV/A.

No. 4
Formula: C9H14
Source: the OMol25 dataset
Level of theory: wB97M-V/def2-TZVPD

Structure (XYZ):
```
23
Properties=species:S:1:pos:R:3:lowdin_charge:R:1
C 1.51 -0.67 1.67 -0.061
C 0.03 -0.45 1.62 -0.283
C -0.67 0.20 2.62 -0.057
C -2.06 0.38 2.55 -0.090
C -2.77 -0.29 1.59 -0.100
C -2.09 -1.03 0.61 -0.093
C -0.72 -1.19 0.69 -0.062
H 1.95 -0.19 2.56 0.076
H 2.04 -0.27 0.83 0.068
H 1.79 -1.71 1.88 0.085
H -0.09 0.72 3.38 0.108
H -2.53 1.01 3.29 0.100
H -3.85 -0.37 1.53 0.098
H -2.62 -1.59 -0.15 0.100
H -0.25 -1.95 0.09 0.111
C 1.23 1.67 -3.10 -0.172
C 1.36 0.15 -3.09 -0.165
H 0.61 2.01 -3.94 0.061
H 0.80 2.10 -2.20 0.061
H 2.18 2.13 -3.31 0.048
H 1.40 -0.28 -4.08 0.060
H 0.51 -0.23 -2.52 0.052
H 2.23 -0.18 -2.52 0.055
```

The calculation puts the highest occupied orbital energy at -9.06 eV. Its spin multiplicity is 1. The calculation puts the HOMO-LUMO gap at 10.1 eV. The total energy is -351.3117 Eh. The energy above the lowest of the compared OMol25 structures with the same formula, charge and spin comes out at 11.6 kcal per mole. The calculation puts the largest force on an atom at 2.01 eV/A.

No. 5
Formula: C9H14
Source: the OMol25 dataset
Level of theory: wB97M-V/def2-TZVPD

Structure (XYZ):
```
23
Properties=species:S:1:pos:R:3:lowdin_charge:R:1
C -0.48 2.17 -0.25 -0.031
C 0.64 1.36 0.34 -0.290
C 1.11 1.41 1.67 -0.053
C 2.38 0.88 2.07 -0.109
C 2.98 -0.13 1.38 -0.126
C 2.45 -0.37 0.13 -0.096
C 1.42 0.44 -0.39 -0.063
H -1.01 2.53 0.56 0.053
H -1.04 1.58 -0.98 0.081
H 0.13 2.91 -0.77 0.091
H 0.51 2.06 2.35 0.111
H 2.74 1.33 3.04 0.117
H 3.95 -0.55 1.70 0.116
H 2.87 -1.07 -0.55 0.085
H 0.96 0.20 -1.39 0.114
C -2.78 -1.74 -0.46 -0.218
C -2.10 -1.94 -1.78 -0.213
H -3.18 -2.72 -0.17 0.057
H -2.16 -1.47 0.44 0.072
H -3.58 -0.94 -0.50 0.077
H -2.00 -1.01 -2.38 0.053
H -2.79 -2.58 -2.42 0.076
H -1.01 -2.34 -1.64 0.095
```

The calculation puts the highest occupied orbital energy at -8.93 eV. Its spin multiplicity is 1. The calculation puts the HOMO-LUMO gap at 9.9 eV. The total energy is -351.2782 Eh. The energy above the lowest of the compared OMol25 structures with the same formula, charge and spin comes out at 32.6 kcal per mole. The calculation puts the largest force on an atom at 3.60 eV/A.

No. 6
Formula: C9H14
Source: the OMol25 dataset
Level of theory: wB97M-V/def2-TZVPD

Structure (XYZ):
```
23
Properties=species:S:1:pos:R:3:mulliken_spin:R:1
C -0.42 -2.54 -1.59 0.033
C -1.70 -1.24 0.11 0.044
C -0.49 -1.60 -0.48 0.230
C -1.67 -0.28 1.08 0.132
C -0.43 0.21 1.60 0.283
C 0.77 -1.08 0.05 0.183
C 0.78 -0.30 1.14 -0.012
H -2.61 -1.77 -0.13 0.001
H -2.60 0.07 1.48 0.008
H 0.44 -3.19 -1.60 0.014
H -0.36 -1.99 -2.54 0.054
H -0.40 1.03 2.32 0.004
H 1.70 -1.38 -0.41 0.002
H 1.71 0.11 1.54 0.006
H -1.29 -3.19 -1.72 0.003
C 1.90 2.52 -0.93 -0.001
C 0.65 3.07 -0.21 0.009
H 2.45 1.86 -0.27 0.002
H 1.62 1.99 -1.85 -0.001
H 2.58 3.33 -1.16 0.001
H 0.87 4.04 0.24 0.001
H 0.31 2.40 0.57 0.006
H -0.22 3.12 -0.88 0.000
```

As for the net charge: +1. The calculation puts the highest occupied orbital energy (spin up / spin down) at -14.68 / -14.92 eV. Its spin multiplicity is 2. The calculation puts the HOMO-LUMO gap (spin up / spin down) at 10.3 / 6.8 eV. Its expectation value of S² is 0.7669. The total energy is -350.9997 Eh. The energy above the lowest of the compared OMol25 structures with the same formula, charge and spin comes out at 5.8 kcal per mole. The calculation puts the largest force on an atom at 1.08 eV/A.

No. 7
Formula: C9H14
Source: the OMol25 dataset
Level of theory: wB97M-V/def2-TZVPD

Structure (XYZ):
```
23
Properties=species:S:1:pos:R:3:mulliken_spin:R:1
C 0.31 0.24 -2.34 0.036
C -1.46 0.59 -0.53 0.055
C -0.50 -0.20 -1.07 0.231
C -2.35 0.20 0.36 0.105
C -0.18 -1.43 -0.37 0.172
C -2.09 -1.04 1.05 0.303
C -1.06 -1.90 0.58 0.018
H -1.57 1.64 -0.80 -0.004
H -3.29 0.70 0.58 0.005
H 0.61 1.30 -2.40 0.017
H -0.51 0.08 -3.17 0.034
H 0.74 -1.91 -0.75 -0.002
H -2.90 -1.28 1.82 0.001
H -0.72 -3.00 0.85 0.002
H 1.07 -0.46 -2.53 -0.002
C 2.17 0.48 0.68 0.019
C 1.25 1.16 1.64 0.000
H 3.26 0.28 0.95 0.003
H 1.88 -0.52 0.26 0.005
H 2.31 1.00 -0.24 -0.005
H 1.88 1.57 2.41 0.000
H 0.71 2.00 1.11 0.001
H 0.45 0.49 1.92 0.006
```

As for the net charge: +1. The calculation puts the highest occupied orbital energy (spin up / spin down) at -14.65 / -14.68 eV. Its spin multiplicity is 2. The calculation puts the HOMO-LUMO gap (spin up / spin down) at 10.2 / 6.5 eV. Its expectation value of S² is 0.7680. The total energy is -350.9432 Eh. The energy above the lowest of the compared OMol25 structures with the same formula, charge and spin comes out at 41.3 kcal per mole. The calculation puts the largest force on an atom at 4.44 eV/A.

No. 8
Formula: C9H14
Source: the OMol25 dataset
Level of theory: wB97M-V/def2-TZVPD

Structure (XYZ):
```
23
Properties=species:S:1:pos:R:3:mulliken_spin:R:1
C 1.09 1.22 -2.66 0.001
C 0.43 0.09 -3.48 0.001
H 0.33 1.69 -2.01 -0.001
H 1.93 0.83 -2.08 0.002
H 1.53 1.96 -3.33 0.000
H 1.13 -0.35 -4.19 0.000
H -0.37 0.64 -3.99 0.000
H 0.05 -0.58 -2.73 -0.001
C -2.47 -0.65 0.39 0.024
C 1.11 -1.23 1.19 0.040
C -0.21 -1.48 0.87 0.109
C 1.45 0.05 1.67 0.290
C -1.07 -0.35 0.80 0.249
C 0.56 1.13 1.69 0.079
C -0.74 0.94 1.24 0.129
H 1.85 -2.01 1.15 0.003
H -0.50 -2.51 0.57 0.000
H 2.40 0.11 2.20 0.012
H 0.86 2.07 2.13 0.004
H -3.16 -0.61 1.23 0.039
H -2.70 -1.60 -0.09 0.001
H -1.34 1.83 1.10 0.000
H -2.77 0.07 -0.38 0.018
```

As for the net charge: +1. The calculation puts the highest occupied orbital energy (spin up / spin down) at -14.66 / -14.67 eV. Its spin multiplicity is 2. The calculation puts the HOMO-LUMO gap (spin up / spin down) at 10.3 / 6.3 eV. Its expectation value of S² is 0.7668. The total energy is -350.9873 Eh. The energy above the lowest of the compared OMol25 structures with the same formula, charge and spin comes out at 13.6 kcal per mole. The calculation puts the largest force on an atom at 3.21 eV/A.

No. 9
Formula: C9H14AlF9N2O
Source: the OMol25 dataset
Level of theory: wB97M-V/def2-TZVPD

Structure (XYZ):
```
36
Properties=species:S:1:pos:R:3:lowdin_charge:R:1
N 4.10 0.60 -0.13 0.151
C 3.26 -0.39 -0.64 -0.529
O 3.18 -1.49 -0.14 0.094
C 2.50 -0.06 -1.91 -0.099
C 1.01 -0.41 -1.77 -0.118
C 0.18 0.65 -1.07 -0.258
C 0.25 2.09 -1.57 -0.051
N -0.69 2.74 -0.56 0.090
C -1.83 1.74 -0.32 -0.016
C -1.35 0.50 -1.07 -0.158
C -2.01 -0.79 -0.61 -0.366
F -3.35 -0.63 -0.82 0.123
F -1.59 -1.81 -1.39 0.147
C -1.79 -1.15 0.91 -0.556
F -2.88 -0.80 1.60 0.195
F -1.51 -2.39 1.09 0.240
F -0.77 -0.40 1.39 0.141
H 4.34 0.40 0.83 0.113
H 3.73 1.54 -0.23 0.081
H 2.92 -0.69 -2.69 0.132
H 2.68 0.97 -2.22 0.100
H 0.60 -0.62 -2.75 0.131
H 0.98 -1.32 -1.16 0.129
H 0.50 0.72 -0.02 0.152
H -0.25 2.18 -2.53 0.145
H 1.22 2.58 -1.58 0.132
H -0.17 2.82 0.31 0.182
H -0.99 3.68 -0.79 0.184
H -1.89 1.55 0.75 0.140
H -2.75 2.16 -0.71 0.145
H -1.67 0.62 -2.11 0.166
F -2.04 -1.46 4.42 -0.196
Al -1.20 -2.93 4.40 -0.198
F -1.18 -3.63 5.93 -0.185
F 0.38 -2.61 3.87 -0.196
F -1.95 -3.95 3.28 -0.189
```

The calculation puts the highest occupied orbital energy at -10.02 eV. Its spin multiplicity is 1. The calculation puts the HOMO-LUMO gap at 8.2 eV. The total energy is -1677.5942 Eh. The calculation puts the largest force on an atom at 0.79 eV/A.

No. 10
Formula: C9H14BrClF3N3O2P
Source: the OMol25 dataset
Level of theory: wB97M-V/def2-TZVPD

Structure (XYZ):
```
34
Properties=species:S:1:pos:R:3:lowdin_charge:R:1
O -1.52 -0.96 0.57 -0.329
P -1.60 0.06 -0.72 0.585
Br -2.32 -1.16 -2.47 0.308
C 0.20 0.60 -1.12 -0.387
N 0.21 1.99 -0.63 0.069
C 0.68 2.00 0.55 -0.628
Cl 0.73 3.51 1.36 0.834
C 1.15 0.63 1.06 -0.065
C 1.36 -0.02 -0.33 -0.304
C 1.62 -1.54 -0.46 -0.117
C 2.77 -1.72 -1.47 -0.120
C 3.20 -3.16 -1.61 -0.228
F 2.28 -4.12 -1.59 0.098
C 4.48 -3.44 -1.79 -0.362
F 5.15 -2.76 -2.67 0.190
F 5.14 -4.31 -1.10 0.202
H -2.08 -0.57 1.26 0.058
H 0.41 0.45 -2.19 0.126
H -0.17 2.77 -1.16 0.185
H 0.45 0.12 1.73 0.131
H 2.08 0.81 1.61 0.137
H 2.27 0.46 -0.71 0.142
H 0.73 -1.96 -0.94 0.112
H 1.81 -2.02 0.50 0.137
H 2.52 -1.21 -2.42 0.129
H 3.63 -1.17 -1.05 0.124
C -4.19 1.96 1.51 -0.678
O -3.71 1.64 0.43 -0.068
N -5.52 1.82 1.78 0.167
N -3.44 2.47 2.53 0.154
H -5.94 2.08 2.66 0.104
H -6.10 1.45 1.05 0.115
H -2.46 2.58 2.37 0.081
H -3.82 2.73 3.42 0.102
```

As for the net charge: +1. The calculation puts the highest occupied orbital energy at -10.95 eV. Its spin multiplicity is 1. The calculation puts the HOMO-LUMO gap at 6.4 eV. The total energy is -4340.9733 Eh. The calculation puts the largest force on an atom at 2.25 eV/A.

No. 11
Formula: C9H14BrN2O2
Source: the OMol25 dataset
Level of theory: wB97M-V/def2-TZVPD

Structure (XYZ):
```
28
Properties=species:S:1:pos:R:3:lowdin_charge:R:1
C -2.32 -2.06 1.92 -0.045
C -2.96 -0.97 1.58 -0.137
C -0.98 -2.38 1.40 -0.043
C 2.80 0.12 -0.79 -0.058
C 2.65 1.42 -1.62 -0.139
C 0.67 2.05 -0.40 -0.169
C -2.33 0.08 0.67 -0.590
C 0.57 0.68 0.17 -0.109
C -1.05 -0.41 0.01 -0.428
N -0.48 -1.63 0.50 0.070
N 1.43 -0.29 -0.65 0.032
O 2.02 2.41 -0.82 -0.121
O -1.17 -0.49 -1.38 0.026
Br -1.92 1.58 1.82 0.855
H -2.83 -2.79 2.53 0.115
H -3.94 -0.72 1.80 0.100
H -0.42 -3.24 1.85 0.146
H 3.40 -0.67 -1.26 0.151
H 3.04 0.33 0.21 0.124
H 3.62 1.84 -1.93 0.145
H 1.98 1.21 -2.46 0.132
H -0.02 2.16 -1.22 0.131
H 0.56 2.88 0.37 0.152
H -3.21 0.34 -0.10 0.168
H 0.96 0.55 1.22 0.154
H 0.92 -0.21 -1.51 0.129
H 1.05 -1.09 -0.25 0.086
H -2.05 -0.70 -1.68 0.123
```

As for the net charge: +1. The calculation puts the highest occupied orbital energy at -13.38 eV. Its spin multiplicity is 1. The calculation puts the HOMO-LUMO gap at 9.4 eV. The total energy is -3184.9921 Eh. The energy above the lowest of the compared OMol25 structures with the same formula, charge and spin comes out at 4.8 kcal per mole. The calculation puts the largest force on an atom at 3.65 eV/A.

No. 12
Formula: C9H14ClNSi
Source: the OMol25 dataset
Level of theory: wB97M-V/def2-TZVPD

Structure (XYZ):
```
26
Properties=species:S:1:pos:R:3:lowdin_charge:R:1
C -1.29 0.09 2.12 -0.196
N -1.73 -0.15 0.80 -0.371
C -2.23 -1.50 0.55 -0.097
Si -1.02 0.83 -0.45 0.212
C -1.01 0.19 -2.20 -0.167
Cl -1.73 2.70 -0.14 0.386
C 1.08 0.82 0.07 -0.194
C 1.75 2.01 0.35 -0.167
C 3.03 2.04 0.77 -0.100
C 3.76 0.83 0.90 -0.100
C 3.19 -0.36 0.55 -0.118
C 1.88 -0.37 0.03 -0.104
H -2.09 -0.19 2.91 0.117
H -0.56 -0.57 2.44 0.044
H -0.94 1.08 2.38 0.075
H -1.67 -2.15 1.25 0.088
H -3.27 -1.44 0.83 0.076
H -1.89 -1.65 -0.54 0.083
H -1.29 -0.77 -2.08 -0.046
H -1.65 0.74 -2.94 0.063
H -0.03 0.20 -2.63 0.031
H 1.32 3.00 0.18 0.088
H 3.68 2.90 0.83 0.100
H 4.76 0.73 1.33 0.100
H 3.64 -1.37 0.63 0.112
H 1.30 -1.26 -0.06 0.084
```

The calculation puts the highest occupied orbital energy at -8.56 eV. Its spin multiplicity is 1. The calculation puts the HOMO-LUMO gap at 9.3 eV. The total energy is -1155.7912 Eh. The energy above the lowest of the compared OMol25 structures with the same formula, charge and spin comes out at 7.1 kcal per mole. The calculation puts the largest force on an atom at 4.00 eV/A.